Computed, not measured: 2 unconnected molecules or ions with the total composition H4S4, with the ωB97M-V functional and the def2-TZVPD basis.

Computed properties:
- Relative energy (zero: lowest compared OMol25 entry of this formula, charge and spin): 30.77 kJ/mol
- Gap between HOMO and LUMO: 8.83 eV
- LUMO energy: 0.10 eV
- SMILES: SS.SS

Structure (ORCA input):
```
! RIJCOSX wB97M-V def2-TZVPD def2/J DEFGRID3
* xyz 0 1
S 2.67506 -1.71555 0.99703
S 1.45228 -1.59925 -0.65101
H 1.72826 -1.87613 1.93489
H 1.58876 -0.27736 -0.82963
S -2.55998 0.36580 -0.26243
S -2.10406 2.30182 0.39802
H -1.46229 0.12217 -0.98590
H -1.31803 2.67851 -0.60097
*
```

---

Computed, not measured: a molecular structure, C43H27N13Os in a non-equilibrium geometry, with the ωB97M-V functional and the def2-TZVPD basis.

Computed properties:
- Relative energy (zero: lowest compared OMol25 entry of this formula, charge and spin): 31.54 kJ/mol
- Gap between HOMO and LUMO (spin up / spin down): 4.19 / 4.17 eV
- LUMO energy (spin up / spin down): -8.68 / -8.69 eV

Structure (ORCA input):
```
! RIJCOSX wB97M-V def2-TZVPD def2/J DEFGRID3
* xyz 2 1
Os 0.19489 -0.70468 0.38257
C -6.08618 -2.51217 -0.49163
C -6.28315 -1.88947 0.72876
C -5.22171 -1.27010 1.40462
C -3.98873 -1.30036 0.80066
C -2.68101 -0.77577 1.21387
N -1.76969 -1.04104 0.23041
C -2.37320 -1.72849 -0.77697
N -1.80810 -2.15533 -1.89888
C -0.54239 -1.97122 -2.23781
C 0.04509 -2.39986 -3.51478
C -0.49965 -3.01878 -4.61329
C 0.35638 -3.28710 -5.69004
C 1.69833 -2.94795 -5.63914
C 2.24538 -2.31553 -4.51394
C 1.39755 -2.04695 -3.46798
C 1.61723 -1.41318 -2.15797
N 2.79843 -1.00084 -1.71607
C 3.04061 -0.48492 -0.51993
N 2.13661 -0.26435 0.47678
C 2.77689 0.24352 1.57615
N 2.22357 0.60916 2.72038
C 0.92761 0.55950 3.00232
N -0.06354 0.08904 2.19617
C -1.26844 0.20949 2.83144
N -2.44858 -0.19373 2.38161
C -1.04655 0.81551 4.15070
C -1.91088 1.15817 5.16061
C -1.35532 1.72929 6.31580
C 0.00981 1.91640 6.43592
C 0.88683 1.55285 5.40136
C 0.33212 1.01853 4.26658
C 4.21196 0.34297 1.27891
C 5.27836 0.76200 2.03653
C 6.54133 0.75402 1.42949
C 6.70160 0.32987 0.12086
C 5.61043 -0.11478 -0.63946
C 4.37632 -0.09713 -0.03845
N 0.43730 -1.39290 -1.47864
C -3.79227 -1.91863 -0.43830
C -4.82257 -2.53501 -1.10183
H -6.92307 -2.99278 -0.98018
H -7.27054 -1.88779 1.16994
H -5.36095 -0.78627 2.36240
H -1.54895 -3.28121 -4.64294
H -0.03532 -3.77057 -6.57452
H 2.33329 -3.17902 -6.48362
H 3.29102 -2.04016 -4.47185
H -2.97642 0.99919 5.06054
H -2.00759 2.02748 7.12544
H 0.40870 2.34956 7.34328
H 1.95683 1.68655 5.48978
H 5.14131 1.07757 3.06256
H 7.40718 1.07778 1.99039
H 7.68751 0.34410 -0.32357
H 5.73105 -0.45796 -1.65843
H -4.66127 -3.02241 -2.05428
C 2.57586 -3.50166 0.36182
C 1.15181 -3.70926 0.73439
N 0.30862 -2.77002 1.16711
C -0.89029 -3.41642 1.44033
C -0.76831 -4.72569 1.15111
N 0.52318 -4.90175 0.69893
C 1.09103 -6.22508 0.42393
N 0.87785 -7.09540 1.53668
N 0.05112 -8.17951 1.38130
N -0.21588 -8.66787 2.52010
C 0.39704 -7.89532 3.49672
C 0.34867 -7.98641 4.88890
C 1.00662 -7.01257 5.60472
C 1.71217 -5.97817 4.96013
C 1.77919 -5.88452 3.58719
C 1.09561 -6.86743 2.86719
H 3.01854 -2.74363 1.00437
H 2.66740 -3.17360 -0.67074
H 3.15693 -4.41498 0.46191
H -1.73075 -2.91346 1.88198
H -1.46929 -5.54119 1.22586
H 2.14654 -6.11908 0.19061
H 0.58004 -6.67530 -0.42441
H -0.19181 -8.79139 5.36851
H 0.98860 -7.04281 6.68554
H 2.20940 -5.23382 5.56868
H 2.33851 -5.09118 3.10651
*
```

---

Computed, not measured: a single CH4O4 molecule in a non-equilibrium geometry, with the ωB97M-V functional and the def2-TZVPD basis.

Computed properties:
- Relative energy (zero: lowest compared OMol25 entry of this formula, charge and spin): 439.78 kJ/mol
- Gap between HOMO and LUMO: 9.89 eV
- LUMO energy: 0.63 eV
- SMILES: OOC(O)O

Structure (ORCA input):
```
! RIJCOSX wB97M-V def2-TZVPD def2/J DEFGRID3
* xyz 0 1
O -0.65888 1.31581 -0.46200
O 0.44194 0.59834 -0.87056
C 0.59955 -0.71134 0.27077
O -0.20290 -1.58132 -0.42632
O 0.16528 -0.27125 1.43051
H -0.45304 2.15907 -0.92762
H 1.65392 -0.71249 0.06318
H -1.15722 -1.32044 -0.28216
H -0.38864 0.52362 1.20421
*
```

---

Computed, not measured: 3 unconnected molecules or ions with the total composition C16H35N2O2 in a non-equilibrium geometry, with the ωB97M-V functional and the def2-TZVPD basis.

Computed properties:
- Relative energy (zero: lowest compared OMol25 entry of this formula, charge and spin): 22.14 kJ/mol
- Gap between HOMO and LUMO: 8.87 eV
- LUMO energy: -2.69 eV

Structure (ORCA input):
```
! RIJCOSX wB97M-V def2-TZVPD def2/J DEFGRID3
* xyz 1 1
N -4.06044 3.06117 -1.63424
C -2.84728 2.51444 -2.28813
C -1.76129 3.54541 -2.64451
C -0.33205 3.16133 -2.22682
C 0.18408 3.78412 -0.90962
C -0.80959 3.89644 0.23066
C -0.23014 4.68253 1.44153
C 0.59430 3.64505 2.20633
N 0.13880 2.29138 1.65500
C -1.11631 2.59203 0.93238
H -3.86693 3.20073 -0.64979
H -4.28937 3.96390 -2.03593
H -2.44401 1.76948 -1.61151
H -3.17317 2.00540 -3.18656
H -2.00939 4.49977 -2.19349
H -1.76795 3.72878 -3.71107
H -0.21885 2.08388 -2.18683
H 0.32550 3.52897 -3.00443
H 1.00827 3.16058 -0.57068
H 0.56648 4.77876 -1.11096
H -1.75575 4.35327 -0.02500
H -1.06465 5.00078 2.05165
H 0.35350 5.53431 1.12445
H 0.43129 3.62903 3.27118
H 1.64099 3.79146 1.97889
H 0.06110 1.64388 2.44199
H 0.90175 1.94711 1.07479
H -1.49839 1.77438 0.33774
H -1.86032 2.79304 1.69797
C -0.07504 -2.20310 0.09475
C -0.88953 -2.90788 1.17478
C -0.72834 -1.96637 2.35902
O -0.59546 -0.64046 1.80327
C -0.38014 -0.74674 0.39055
H -0.34333 -2.49228 -0.91981
H 0.98728 -2.40718 0.24066
H -1.93922 -2.96595 0.87881
H -0.53996 -3.91464 1.39226
H 0.17625 -2.19268 2.92910
H -1.58116 -1.98153 3.03604
H -1.29230 -0.41623 -0.12175
H 0.44220 -0.08230 0.10312
C 3.20055 -5.78549 -1.21713
C 2.36936 -6.48886 -0.14842
C 2.51808 -5.53992 1.03142
O 2.66040 -4.22467 0.47713
C 2.89473 -4.32293 -0.93280
H 2.94642 -6.07816 -2.23415
H 4.26202 -5.98612 -1.05954
H 1.32396 -6.54419 -0.46110
H 2.70950 -7.49723 0.07839
H 3.41381 -5.76886 1.61644
H 1.65640 -5.55361 1.70030
H 1.99024 -3.99823 -1.46121
H 3.71307 -3.65577 -1.20514
*
```